DFT (the ωB97M-V functional and the def2-TZVPD basis) results for a molecular structure, C24H48AlCl2P2S in a non-equilibrium geometry.

Properties
**Total charge**: -1
**Energy**: -86726.6028 eV
**2S+1**: 1
**Gap between HOMO and LUMO**: 6.12 eV

Each line ends with the Mulliken charge.
Element x y z (Å)
1 Al 0.2234 -0.9286 0.7307  0.135
2 Cl 0.4738 -0.2965 -1.5059  -0.643
3 P -0.4361 -3.0677 -0.2005  0.753
4 C 0.7038 -3.9738 -1.3362  0.639
5 C -0.5816 -4.1071 1.3170  0.197
6 C -1.9913 -2.9861 -1.2112  0.514
7 C 2.0868 -3.3182 -1.3709  -1.284
8 H 0.2343 -3.8101 -2.3217  0.486
9 C 0.8307 -5.4915 -1.1201  -1.665
10 H 1.3080 -5.7360 -0.1610  0.286
11 H 1.4858 -5.8775 -1.9152  0.500
12 H -0.1243 -6.0285 -1.2001  0.304
13 H 2.0323 -2.3246 -1.8312  0.330
14 H 2.7457 -3.9558 -1.9763  0.510
15 H 2.5399 -3.2011 -0.3760  0.076
16 H -1.6008 -2.4174 -2.0761  0.409
17 C -3.0943 -2.1441 -0.5603  -1.501
18 C -2.5350 -4.3284 -1.7269  -1.382
19 H -1.8626 -4.7961 -2.4581  0.312
20 H -3.4887 -4.1352 -2.2440  0.453
21 H -2.7427 -5.0456 -0.9164  0.231
22 H -2.7121 -1.2879 0.0166  0.159
23 H -3.7458 -2.7605 0.0774  0.325
24 H -3.7133 -1.7443 -1.3804  0.490
25 C 0.6882 -3.9382 2.1669  -1.385
26 H -0.6481 -5.1363 0.9370  0.650
27 C -1.8275 -3.7870 2.1353  -1.351
28 H 1.6241 -4.1057 1.6177  0.242
29 H 0.6350 -4.6492 3.0002  0.536
30 H 0.7207 -2.9281 2.6032  0.180
31 H -1.7887 -2.7480 2.4871  0.142
32 H -1.8166 -4.4335 3.0201  0.482
33 H -2.7607 -3.9566 1.5866  0.251
34 Cl -0.5106 -0.7001 2.8504  -0.573
35 H -0.9267 0.3427 0.5739  -0.367
36 P 0.6559 3.4287 -0.4067  0.265
37 C -0.3925 3.9285 -1.8016  0.288
38 C 0.0161 4.1209 1.1853  0.687
39 C 2.4234 3.5570 -0.7921  0.699
40 C -1.5303 2.8952 -1.8812  -1.086
41 H 0.2626 3.8018 -2.6826  0.385
42 C -0.8525 5.3884 -1.7559  -1.514
43 H -1.5010 5.5909 -0.8914  0.226
44 H -1.4205 5.6017 -2.6748  0.475
45 H -0.0001 6.0846 -1.7235  0.269
46 H -1.1102 1.8789 -1.9389  0.095
47 H -2.1506 3.0829 -2.7675  0.457
48 H -2.1673 2.9224 -0.9917  0.183
49 H 2.4837 2.9489 -1.7168  0.369
50 C 3.3006 2.8628 0.2714  -1.105
51 C 2.8426 4.9901 -1.1249  -1.656
52 H 2.4267 5.3230 -2.0876  0.306
53 H 3.9360 5.0270 -1.2018  0.518
54 H 2.5249 5.6981 -0.3507  0.269
55 H 2.7152 2.3669 1.0528  -0.057
56 H 3.9883 3.5746 0.7437  0.359
57 H 3.8834 2.0587 -0.1884  0.314
58 C -1.4322 3.6670 1.4397  -1.459
59 H 0.0517 5.2084 0.9985  0.571
60 C 0.8915 3.7637 2.3882  -1.685
61 H -2.1494 4.1037 0.7342  0.263
62 H -1.7343 3.9955 2.4433  0.471
63 H -1.5116 2.5712 1.4057  0.132
64 H 0.8919 2.6801 2.5742  0.210
65 H 0.4696 4.2477 3.2763  0.503
66 H 1.9228 4.1086 2.2765  0.383
67 S 2.6461 -0.5683 0.8201  -0.362
68 C 3.2837 -0.8390 2.3700  0.677
69 C 4.5046 -1.5412 2.5190  -0.565
70 C 5.1150 -1.6280 3.7670  -0.568
71 C 4.5087 -1.0558 4.8973  -0.340
72 C 3.2642 -0.4150 4.7728  -0.834
73 C 2.6654 -0.3047 3.5218  0.112
74 H 4.9532 -1.9767 1.6337  0.364
75 H 6.0701 -2.1411 3.8669  0.330
76 H 4.9924 -1.1078 5.8775  0.333
77 H 2.7542 0.0044 5.6495  0.364
78 H 1.6879 0.1657 3.4173  -0.088


DFT (the ωB97M-V functional and the def2-TZVPD basis) results for a molecular structure, C36H25F6N6O6S2Sc.

Properties
**Energy**: -117641.6743 eV
**Energy above the lowest of the compared OMol25 structures with the same formula, charge and spin**: 23.48 kJ/mol
**2S+1**: 1
**Gap between HOMO and LUMO**: 7.08 eV

Each line ends with the Mulliken charge.
Element x y z (Å)
1 Sc 0.3092 0.0121 0.0247  -0.228
2 C -2.7891 -2.2169 -0.0482  -1.105
3 O -2.2152 -0.9307 0.2149  0.095
4 C -3.0667 0.0094 0.7414  0.273
5 C -4.4482 -0.0745 0.6602  -0.213
6 C -5.2182 0.9759 1.1468  -0.807
7 C -4.6148 2.0846 1.7230  -0.876
8 C -3.2331 2.1340 1.8476  -0.611
9 C -2.4633 1.0937 1.3629  -0.229
10 N -1.0451 0.9976 1.4955  1.472
11 N -0.5830 1.6122 2.4898  -0.949
12 C 0.7009 1.3202 2.8767  0.133
13 C 1.2616 0.0514 2.6426  0.793
14 O 0.7253 -0.8181 1.8289  -0.821
15 C 2.4416 -0.3070 3.3713  -0.653
16 C 3.0751 0.5956 4.1521  -0.946
17 C 2.5754 1.9258 4.3351  0.887
18 C 3.2654 2.8644 5.1260  -0.972
19 C 2.7663 4.1274 5.3048  -0.603
20 C 1.5525 4.4849 4.6905  -0.789
21 C 0.8672 3.5869 3.9120  -0.563
22 C 1.3635 2.2818 3.7225  0.748
23 H -3.3789 -2.5394 0.8094  0.514
24 H -1.9679 -2.9054 -0.1985  0.169
25 H -3.4125 -2.1809 -0.9420  0.342
26 H -4.9264 -0.9240 0.1966  0.482
27 H -6.2953 0.9239 1.0593  0.413
28 H -5.2192 2.9021 2.0919  0.437
29 H -2.7386 2.9655 2.3315  0.502
30 H 2.8221 -1.3113 3.2388  0.567
31 H 3.9896 0.3165 4.6644  0.402
32 H 4.1989 2.5697 5.5916  0.421
33 H 3.3020 4.8460 5.9109  0.401
34 H 1.1584 5.4841 4.8276  0.417
35 H -0.0548 3.8742 3.4250  0.397
36 C 4.5831 -1.7265 0.4111  -1.484
37 C 5.4109 -0.6146 0.3251  -0.712
38 C 4.8521 0.6290 0.1197  -1.246
39 C 3.4693 0.7534 -0.0243  0.626
40 N 2.6874 -0.3352 0.0082  1.379
41 C 3.2294 -1.5299 0.2547  -0.547
42 C 2.7585 2.0563 -0.1041  0.536
43 C 3.4778 3.2498 -0.2066  -0.780
44 C 2.8246 4.4667 -0.1271  -1.230
45 C 1.4476 4.4823 0.0728  -0.762
46 C 0.7498 3.2853 0.1469  -0.658
47 C 1.3667 2.0326 0.0450  2.294
48 H 4.9697 -2.7174 0.6027  0.544
49 H 6.4823 -0.7156 0.4439  0.437
50 H 5.4802 1.5065 0.1034  0.388
51 H 2.5340 -2.3529 0.3448  0.861
52 H 4.5517 3.2436 -0.3453  0.396
53 H 3.3830 5.3908 -0.2070  0.384
54 H 0.9220 5.4259 0.1692  0.566
55 H -0.3263 3.3394 0.2900  0.268
56 F 1.9400 -0.8508 -4.5390  -0.172
57 C 0.7367 -0.3176 -4.6896  0.472
58 F 0.8599 0.9995 -4.8264  -0.175
59 F 0.1599 -0.8270 -5.7692  -0.208
60 S -0.3461 -0.6382 -3.2480  1.455
61 O 0.3527 0.0430 -2.1461  -0.652
62 O -1.6207 -0.1524 -3.6560  -0.752
63 N -0.3523 -2.2037 -3.0820  -0.775
64 S 0.2058 -2.9733 -1.8302  1.201
65 O 0.3340 -2.1086 -0.6493  -0.245
66 O -0.4650 -4.2129 -1.6396  -0.660
67 C 1.9101 -3.4579 -2.3076  0.585
68 F 2.7040 -2.4049 -2.4320  -0.194
69 F 2.3936 -4.2691 -1.3681  -0.214
70 F 1.8625 -4.1047 -3.4651  -0.232
71 N -6.2434 2.2705 -3.4023  -0.531
72 C -5.1275 2.4553 -3.2026  -0.111
73 C -3.7247 2.6855 -2.9431  -0.008
74 C -3.0045 3.6472 -3.6371  -0.553
75 C -1.6650 3.7907 -3.3348  -1.192
76 C -1.1103 2.9838 -2.3523  -0.252
77 N -1.7970 2.0632 -1.6686  0.585
78 C -3.0788 1.9177 -1.9822  -0.205
79 H -3.4842 4.2525 -4.3946  0.515
80 H -1.0471 4.5118 -3.8511  0.486
81 H -0.0579 3.0691 -2.1130  0.542
82 H -3.6373 1.1529 -1.4612  0.530


DFT (the ωB97M-V functional and the def2-TZVPD basis) results for a molecular structure, C4H8O3 in a non-equilibrium geometry.

Properties
**Energy**: -10416.9990 eV
**Energy above the lowest of the compared OMol25 structures with the same formula, charge and spin**: 386.37 kJ/mol
**2S+1**: 1
**Gap between HOMO and LUMO**: 9.09 eV

Each line ends with the Mulliken charge.
Element x y z (Å)
1 C -1.5114 -0.0999 -0.2475  0.085
2 C 0.2184 1.2174 0.2655  -1.305
3 C 1.5599 -1.1221 -0.1560  -1.038
4 C 0.4033 -0.7432 0.7176  0.758
5 O -0.9564 -1.2311 -0.3768  -0.484
6 O -1.9883 0.4893 -1.3549  -0.435
7 O 0.1943 -0.9836 1.8605  -0.550
8 H -2.4879 1.2846 -1.1216  0.362
9 H -2.0020 0.1690 0.6933  0.476
10 H 0.3830 1.4800 -0.7787  0.354
11 H -0.4923 1.8748 0.7677  0.352
12 H 1.1652 1.3490 0.7909  0.436
13 H 2.4645 -0.6616 0.2390  0.347
14 H 1.6572 -2.2077 -0.1163  0.346
15 H 1.3925 -0.8150 -1.1828  0.297


DFT (the ωB97M-V functional and the def2-TZVPD basis) results for a single C17H11NO7 molecule in a non-equilibrium geometry.

Properties
**Energy**: -33624.8644 eV
**2S+1**: 1
**Gap between HOMO and LUMO**: 7.51 eV
**SMILES**: COc1cccc2c1cc([N+](=O)[O-])c1c(C(=O)O)cc3c(c12)OCO3

Each line ends with the Mulliken charge.
Element x y z (Å)
1 O 0.1099 -3.9173 -2.7935  -0.587
2 O 0.2083 0.3646 -3.6815  -0.579
3 O -1.5114 -0.9732 -3.4772  -0.559
4 O 1.5080 -2.2377 -3.2974  -0.426
5 O -1.3013 3.8085 -0.5462  -0.543
6 O 0.7052 -3.7112 2.3436  -0.503
7 O -0.0559 -1.6516 2.9671  -0.518
8 C 0.7343 -2.8905 -2.4563  0.200
9 C -0.3009 3.4244 1.5631  -0.777
10 C 0.9078 -3.2375 -0.0297  -1.208
11 C 0.0230 2.4996 2.5408  -0.464
12 C 0.7016 -2.9158 1.2978  0.925
13 C -1.0579 1.0739 -1.2014  -0.742
14 C -0.8625 2.8897 0.4284  0.575
15 C 0.6362 -2.3213 -1.0911  0.106
16 C -0.5811 -0.1992 -1.6301  0.531
17 C -0.0972 1.1386 2.3556  -1.124
18 C 0.1861 -1.7089 1.6052  0.969
19 C -0.8359 1.5131 0.1246  0.576
20 C 0.0294 -1.0225 -0.6741  0.313
21 C -0.3565 0.6047 1.0567  0.130
22 C -0.0974 -0.7267 0.6632  -0.233
23 N -0.5538 -0.3283 -3.0094  1.000
24 C -0.2874 4.1713 -1.5115  -0.931
25 C 0.2889 -2.9291 3.4786  -0.315
26 H 1.6018 -2.6355 -4.2019  0.384
27 H -0.0811 4.4746 1.7066  0.418
28 H 1.1548 -4.2393 -0.4289  0.443
29 H 0.3320 2.8425 3.5656  0.300
30 H -1.4747 1.7190 -1.9327  0.632
31 H 0.1222 0.5433 3.2285  0.413
32 H -0.7424 4.2297 -2.4464  0.273
33 H 0.4806 3.4563 -1.4256  0.440
34 H 0.0062 5.1344 -1.2105  0.308
35 H -0.5976 -3.3552 3.8920  0.268
36 H 1.0586 -2.8874 4.2278  0.309